Record 1
102
Properties=species:S:1:pos:R:3:forces:R:3 method="wB97M-V/def2-TZVPD" max_force_ev_per_a=0.90 relative_energy_kcal_mol=0.00 molar_mass_da=994.87 charge=+1 e_tot_ev=-94088.5762
Au 0.224198 0.174927 0.066555 -0.569 0.664 0.225
S -0.024984 -0.154389 3.394710 0.065 0.095 0.022
P -1.279133 -1.553026 0.199697 -0.004 -0.380 0.001
P -0.098129 0.371167 -2.195117 -0.020 -0.028 -0.175
O 0.523363 2.190697 -0.097897 0.265 -0.091 -0.119
O -1.363170 0.100749 2.909629 -0.029 -0.044 -0.016
O 0.292324 -1.429758 3.966384 0.063 0.022 0.037
N 0.881440 0.104434 2.046667 0.107 -0.141 -0.049
N -0.896722 -2.084370 -2.516094 -0.073 0.032 -0.011
N 1.365123 4.021968 7.326119 0.068 0.003 -0.065
N 3.004717 -0.023887 3.088133 0.057 0.038 0.012
N 2.706858 0.122919 0.728616 0.306 -0.171 0.126
C 1.323544 0.812208 5.553880 0.030 -0.026 0.014
C 0.960623 3.019423 0.965642 0.044 0.014 -0.001
C 4.896124 0.095238 1.631141 0.045 0.008 -0.094
C 1.636990 1.783513 6.480067 -0.005 0.000 -0.008
C -2.001526 3.628419 -3.676806 0.005 -0.018 0.010
C -2.032917 -2.846452 2.564291 -0.041 -0.038 -0.007
C 3.331960 -1.636370 -3.103479 0.016 -0.012 -0.012
C 2.748931 -0.289416 -5.010079 0.009 -0.015 0.015
C -4.042081 -1.522468 0.317411 -0.002 -0.022 -0.026
C 2.203737 3.782245 0.533467 0.073 -0.018 -0.055
C -3.010238 0.655353 0.263510 -0.019 0.014 0.006
C 1.393345 -0.215441 -3.020484 0.011 0.126 -0.057
C 0.087497 3.298729 5.417479 0.007 0.007 0.019
C -0.816377 -4.894292 -5.656585 0.013 -0.016 -0.008
C -5.407309 0.453478 0.297031 -0.017 -0.023 -0.001
C 4.021487 0.143671 0.557781 -0.008 0.005 0.145
C 0.159866 -4.559820 2.472266 0.014 0.001 0.002
C -4.267755 1.242321 0.263932 0.043 0.003 0.006
C 0.218585 -3.855245 -3.750456 -0.006 0.007 0.019
C 0.287266 4.260605 -3.273563 -0.031 0.014 0.031
C 0.563126 2.991683 -2.797476 0.055 0.002 -0.030
C -0.442891 2.025863 -2.780264 -0.172 -0.018 0.055
C -5.293966 -0.930659 0.326800 -0.013 0.019 0.001
C -1.960270 -3.137952 -4.477488 0.006 0.011 0.000
C -0.190062 3.957003 1.302816 0.007 0.079 0.033
C 1.029474 3.045839 6.424614 -0.034 -0.012 0.010
C -1.728377 2.349021 -3.214230 -0.001 0.028 0.027
C -1.918614 -4.065610 -5.509001 -0.020 0.009 -0.004
C 4.320008 0.000254 2.886190 -0.090 -0.005 0.075
C 0.249464 -4.791356 -4.773119 0.004 0.006 0.007
C -1.397255 -0.754627 -2.829827 0.081 -0.094 0.004
C -1.858165 -3.808538 3.546789 0.008 -0.027 -0.010
C 2.252378 0.057848 1.997037 -0.023 -0.107 -0.128
C -0.767854 -4.662839 3.500908 -0.025 0.023 0.013
C -2.890604 -0.733032 0.286088 -0.007 -0.005 -0.037
C 0.396350 1.082462 4.552700 -0.021 0.020 0.008
C 2.235553 -1.143860 -2.414356 0.013 0.019 0.060
C -1.388746 -2.656185 -1.277760 -0.007 0.065 -0.018
C 1.654888 0.212230 -4.322133 -0.012 -0.006 -0.009
C -1.118552 -2.760103 1.521261 -0.034 0.052 0.005
C 3.588293 -1.211229 -4.400397 -0.010 0.007 -0.005
C -0.886285 -3.026977 -3.602001 0.017 -0.003 0.008
C -0.014392 -3.610721 1.482474 0.054 -0.010 0.019
C -0.227513 2.323082 4.496297 -0.008 0.025 -0.041
C -0.993740 4.579876 -3.709264 0.017 0.014 -0.007
H 1.068992 5.008579 -3.290240 -0.006 -0.007 -0.008
H -1.205422 5.576641 -4.074539 0.002 -0.015 0.004
H 2.983838 3.084556 0.220170 -0.027 0.010 0.004
H 1.879029 3.768099 8.149921 -0.017 -0.013 0.021
H 1.209911 2.435071 1.855417 -0.030 0.008 0.021
H -2.856711 -2.150091 2.632261 0.007 0.005 -0.012
H 1.971090 4.441560 -0.307021 0.003 -0.006 0.007
H 0.784716 4.836879 7.402444 -0.030 -0.001 0.012
H -1.435304 -0.610290 -3.909136 0.011 -0.011 -0.038
H -2.567067 -3.872892 4.361472 0.012 -0.004 -0.007
H 2.042258 -1.475906 -1.401948 0.004 0.027 0.004
H 0.725680 -3.520900 0.692949 -0.015 0.005 0.003
H -4.347573 2.321461 0.249948 -0.017 -0.008 -0.003
H 1.791753 -0.160551 5.598129 -0.018 0.007 -0.017
H -0.976743 2.513937 3.741528 -0.011 -0.009 -0.030
H -2.135071 1.296256 0.255920 -0.008 -0.035 0.028
H -6.180594 -1.549800 0.358818 0.006 0.002 0.002
H -2.440807 -2.972378 -1.346986 -0.016 -0.010 0.025
H 4.445493 -1.597823 -4.936345 -0.010 0.004 0.006
H 2.356253 1.569970 7.261595 -0.008 0.011 -0.003
H 1.551875 2.751599 -2.432282 -0.002 -0.024 -0.011
H 2.600931 4.391389 1.348840 -0.049 -0.005 -0.011
H -0.405941 4.262241 5.373559 0.008 -0.003 0.007
H 3.987557 -2.354105 -2.626596 -0.005 0.007 -0.009
H 1.053679 -3.746312 -3.069013 -0.012 -0.006 -0.011
H 1.009221 0.938710 -4.800393 -0.001 -0.002 0.007
H -2.998651 3.876709 -4.014886 0.006 0.000 0.002
H 5.967528 0.117477 1.499957 -0.018 -0.002 -0.015
H 1.113526 -5.432964 -4.888514 -0.011 0.008 0.002
H -2.753566 -4.145549 -6.193158 0.012 0.001 0.012
H -3.967025 -2.603469 0.344321 0.002 0.008 0.005
H -2.388537 -0.533788 -2.420723 0.009 0.012 0.026
H -6.386556 0.914409 0.304826 0.013 -0.002 -0.001
H 1.022349 -5.212597 2.447744 -0.011 0.005 0.002
H -0.786806 -5.618527 -6.459853 -0.001 0.008 0.010
H 4.375537 0.195744 -0.466863 -0.001 0.003 0.000
H 0.097224 4.685713 2.065220 0.001 -0.042 0.001
H 4.940201 -0.062637 3.774258 -0.033 0.001 0.004
H -1.051387 3.393643 1.668214 0.007 -0.006 -0.039
H -0.629350 -5.403150 4.277985 -0.003 0.008 -0.009
H -2.526811 1.617754 -3.193283 0.014 -0.012 0.007
H -2.830362 -2.501979 -4.356928 0.008 -0.009 -0.002
H -0.803730 -3.542899 -1.039132 0.031 -0.010 -0.033
H -0.490362 4.498080 0.402194 0.000 0.002 0.009
H 2.945848 0.043478 -6.020335 0.003 -0.003 0.007

***

Record 2
18
Properties=species:S:1:pos:R:3:forces:R:3 method="wB97M-V/def2-TZVPD" max_force_ev_per_a=9.95 relative_energy_kcal_mol=208.58 molar_mass_da=149.15 charge=0 e_tot_ev=-13881.9394
O 1.057793 -2.241305 -0.452705 -3.126 -3.345 -1.522
N 2.197070 -1.945610 0.163863 2.406 4.024 -1.234
N 0.138449 0.412280 0.038363 -4.861 2.893 -1.407
N 1.828233 1.887125 -0.298490 -2.138 -2.739 0.245
C -3.711919 -0.629824 -0.326421 9.740 0.351 2.010
C 1.438485 0.510363 -0.288127 2.781 1.928 2.178
C 0.606908 2.594903 -0.067318 1.856 -2.948 -1.993
C 2.453734 -0.622246 0.019754 -6.618 -3.550 -0.647
C -2.413288 -0.550888 0.007959 -5.054 0.175 -0.614
C -0.903040 -0.448613 0.685493 -0.104 -0.507 1.088
C -0.426233 1.734701 -0.040772 2.530 -1.331 0.722
H -1.451477 1.948959 -0.094191 -1.182 -0.236 0.311
H -0.472916 -1.452280 0.637648 -0.684 0.084 0.394
H -4.321735 -1.060979 -1.089003 -0.610 0.108 0.108
H 3.386041 -0.467502 0.248825 4.861 1.760 1.559
H -0.825324 -0.007969 1.804499 -1.203 -1.466 -2.495
H 0.942842 -3.262171 -0.662555 1.007 3.009 1.202
H 0.476381 3.601048 -0.286825 0.401 1.789 0.098